Entry 1:
Computed, not measured: an isolated ion of composition C6H15N4O and charge +1, with wB97M-V/def2-TZVPD.

Values from the calculation:
Relative energy (zero: lowest compared OMol25 entry of this formula, charge and spin), eV: 5.532
Frontier orbital gap, eV: 8.85
E_tot, eV: -14460.977
Charge: +1

Geometry as XYZ:
```
26
C6H15N4O, DFT wB97M-V/def2-TZVPD
C 1.649 0.840 1.107
C -0.082 -0.682 1.595
C -1.371 -0.297 -0.226
C -3.448 1.076 0.037
C -0.261 -2.739 -1.257
C -1.931 0.925 0.364
N 0.473 0.654 1.568
N 2.390 0.040 0.405
N -0.651 -1.111 0.376
N 3.644 0.599 0.035
O -0.228 -2.331 0.075
H 2.043 1.819 1.348
H 0.706 -1.347 1.698
H -0.831 -0.798 2.418
H -1.681 -0.471 -1.223
H -3.646 0.654 -0.994
H -3.776 2.100 0.009
H -4.053 0.428 0.817
H -1.208 -2.991 -1.608
H 0.401 -3.686 -1.214
H 0.189 -2.174 -1.962
H -1.696 0.849 1.429
H -1.309 1.765 0.030
H 3.806 0.656 -1.051
H 4.387 0.006 0.412
H 3.874 1.429 0.654
```

Atom charges from the Mulliken analysis, given in e for atoms 1 to 2:
1 C -0.042
2 C -1.059

=====

Entry 2:
Computed, not measured: C33H19F7N4O2SSeSn as an isolated structure, with wB97M-V/def2-TZVPD.

Values from the calculation:
Relative energy (zero: lowest compared OMol25 entry of this formula, charge and spin), eV: 0.000
Frontier orbital gap, eV: 7.54
E_tot, eV: -145618.915
Charge: 0

Geometry as XYZ:
```
68
C33H19F7N4O2SSeSn, DFT wB97M-V/def2-TZVPD
Sn -17.181 -4.189 -6.010
F -21.792 -2.527 -3.658
C -21.259 -3.065 -4.757
C -19.891 -3.218 -4.829
C -19.331 -3.821 -5.975
C -20.154 -4.389 -6.926
C -21.518 -4.155 -6.833
F -22.368 -4.569 -7.837
C -22.091 -3.496 -5.784
C -19.476 -5.143 -8.025
C -20.125 -5.684 -9.106
C -19.429 -6.440 -10.064
C -18.107 -6.662 -9.868
C -17.492 -6.069 -8.789
N -18.119 -5.305 -7.904
H -19.334 -2.834 -3.974
H -23.180 -3.379 -5.788
H -21.163 -5.366 -9.287
H -19.892 -6.868 -10.973
H -17.504 -7.254 -10.515
H -16.433 -6.154 -8.638
O -17.622 -6.548 -14.759
C -18.081 -5.916 -13.653
O -19.245 -5.935 -13.394
C -17.154 -5.169 -12.772
C -15.818 -5.489 -12.548
C -15.038 -4.787 -11.661
C -15.542 -3.734 -10.938
C -16.888 -3.426 -11.130
C -17.678 -4.108 -12.027
N -14.761 -2.938 -10.078
C -14.353 -3.520 -9.027
C -13.494 -2.915 -7.996
C -13.131 -3.671 -6.867
C -12.382 -3.044 -5.888
C -11.980 -1.714 -6.024
C -12.439 -1.042 -7.130
N -13.070 -1.633 -8.149
H -16.670 -6.402 -14.835
H -15.369 -6.372 -12.951
H -14.000 -5.039 -11.560
H -17.325 -2.643 -10.488
H -18.727 -3.852 -12.158
H -14.692 -4.539 -8.744
H -13.468 -4.716 -6.826
H -12.056 -3.668 -5.082
H -11.408 -1.208 -5.249
H -12.285 0.018 -7.251
F -15.314 -4.292 0.658
C -15.752 -4.587 -0.573
C -14.889 -5.125 -1.492
F -13.624 -5.329 -1.154
C -15.355 -5.550 -2.699
F -14.505 -6.147 -3.514
C -16.688 -5.419 -3.049
Se -17.411 -6.327 -4.589
C -17.513 -4.784 -2.122
F -18.831 -4.603 -2.437
C -17.029 -4.282 -0.935
F -17.814 -3.627 -0.125
S -18.360 0.353 -6.901
C -19.686 -0.456 -7.653
C -19.222 -1.555 -8.310
N -17.867 -1.734 -8.311
C -17.283 -0.818 -7.560
H -20.704 -0.222 -7.492
H -19.822 -2.216 -8.892
H -16.213 -0.754 -7.500
```

Atom charges from the Mulliken analysis, given in e for atoms 1 to 2:
1 Sn 0.357
2 F -0.343

=====

Entry 3:
Computed, not measured: one molecule with the formula C18H23Cl2NO5S, with wB97M-V/def2-TZVPD.

Values from the calculation:
Relative energy (zero: lowest compared OMol25 entry of this formula, charge and spin), eV: 0.032
Frontier orbital gap, eV: 8.79
E_tot, eV: -66648.721
Charge: 0
SMILES: CCOC(=O)[C@H](CSCC(=O)c1ccc(Cl)cc1Cl)NC(=O)OC(C)(C)C

Geometry as XYZ:
```
50
C18H23Cl2NO5S, DFT wB97M-V/def2-TZVPD
C -3.103 -1.606 5.153
C -4.209 -1.285 4.160
O -3.737 -1.398 2.812
C -3.061 -0.364 2.324
O -2.883 0.680 2.887
C -2.539 -0.667 0.916
C -1.816 -2.017 0.889
S -0.585 -2.203 2.230
C 0.987 -2.038 1.319
C 1.305 -0.608 0.953
O 0.905 0.328 1.601
C 2.085 -0.386 -0.299
C 1.728 0.737 -1.051
C 2.361 1.046 -2.236
C 3.393 0.232 -2.684
Cl 4.199 0.596 -4.159
C 3.791 -0.871 -1.946
C 3.138 -1.177 -0.762
Cl 3.737 -2.525 0.135
N -1.711 0.414 0.458
C -2.092 1.174 -0.603
O -3.009 0.887 -1.336
O -1.265 2.222 -0.726
C -1.475 3.205 -1.771
C -0.360 4.228 -1.548
C -2.843 3.866 -1.601
C -1.349 2.556 -3.148
H -3.501 -1.583 6.163
H -2.306 -0.872 5.068
H -2.691 -2.591 4.950
H -5.029 -2.003 4.230
H -4.585 -0.270 4.319
H -3.396 -0.719 0.229
H -2.541 -2.815 1.043
H -1.308 -2.157 -0.063
H 0.969 -2.695 0.451
H 1.738 -2.397 2.025
H 0.924 1.359 -0.683
H 2.071 1.912 -2.810
H 4.609 -1.487 -2.284
H -1.059 0.813 1.122
H -0.429 4.635 -0.543
H 0.614 3.759 -1.660
H -0.450 5.037 -2.266
H -2.958 4.664 -2.329
H -3.633 3.135 -1.750
H -2.933 4.282 -0.600
H -0.402 2.027 -3.231
H -2.157 1.847 -3.303
H -1.396 3.321 -3.918
```

Atom charges from the Mulliken analysis, given in e for atoms 1 to 2:
1 C -1.058
2 C -0.278

=====

Entry 4:
Computed, not measured: one molecule with the formula C6H12N2, with wB97M-V/def2-TZVPD.

Values from the calculation:
Relative energy (zero: lowest compared OMol25 entry of this formula, charge and spin), eV: 4.368
Frontier orbital gap (spin up / spin down), eV: 7.41 / 8.96
E_tot, eV: -9392.482
Charge: 0

Geometry as XYZ:
```
20
C6H12N2, DFT wB97M-V/def2-TZVPD
C 0.328 1.596 -1.160
N 1.338 -0.206 1.886
C 0.917 -0.449 0.475
C 1.211 0.670 -0.452
H 0.993 0.707 2.169
H 2.351 -0.158 1.932
H 1.500 -1.331 0.166
H 2.240 0.671 -0.809
H 0.415 2.624 -0.796
H -0.769 1.363 -0.857
H 0.555 1.609 -2.233
C -1.141 -1.414 -0.711
C -0.590 -0.781 0.539
C -1.361 0.413 0.974
N -0.514 -1.472 -1.810
H -1.072 -1.919 -2.537
H -2.169 -1.783 -0.593
H -0.652 -1.549 1.330
H -1.314 0.690 2.018
H -2.266 0.719 0.467
```

Atom charges from the Mulliken analysis, given in e for atoms 1 to 2:
1 C -0.720
2 N -0.650

=====

Entry 5:
Computed, not measured: a 4-piece molecular cluster, C5H10O2 overall, with wB97M-V/def2-TZVPD.

Values from the calculation:
Relative energy (zero: lowest compared OMol25 entry of this formula, charge and spin), eV: 9.961
Frontier orbital gap (spin up / spin down), eV: 8.65 / 9.01
E_tot, eV: -9433.082
Charge: 0

Geometry as XYZ:
```
17
C5H10O2, DFT wB97M-V/def2-TZVPD
O 0.070 2.340 0.719
C 0.147 2.165 -0.525
C 1.336 0.046 -0.686
C 0.344 -0.596 -0.068
C -0.250 -1.931 -0.385
O -0.689 -2.059 0.978
C -0.098 -0.795 1.366
H -2.107 1.810 0.596
H 0.980 2.559 -1.098
H -0.678 1.778 -1.122
H 2.150 0.418 -0.081
H 1.522 -0.103 -1.746
H -2.162 0.054 -0.100
H 0.564 -2.636 -0.627
H -1.013 -2.025 -1.161
H -0.839 -0.146 1.853
H 0.723 -0.879 2.087
```

Atom charges from the Mulliken analysis, given in e for atoms 1 to 2:
1 O -0.502
2 C -0.286

=====

Entry 6:
Computed, not measured: C26H71AgN4O10 as an isolated structure, with wB97M-V/def2-TZVPD.

Values from the calculation:
Multiplicity: 3
Frontier orbital gap (spin up / spin down), eV: 8.89 / 3.51
E_tot, eV: -58524.707
Charge: +2
⟨S²⟩: 2.01

Geometry as XYZ:
```
112
C26H71AgN4O10, DFT wB97M-V/def2-TZVPD
Ag 19.340 6.662 -3.583
C 22.268 9.755 -2.631
C 21.171 8.717 -3.048
O 21.204 8.151 -4.170
O 20.210 8.427 -2.309
H 22.641 9.388 -1.675
H 21.832 10.732 -2.420
H 23.132 9.865 -3.285
C 16.888 9.799 -5.988
C 17.784 8.967 -4.987
C 16.893 8.799 -3.744
O 17.423 7.939 -2.763
C 16.896 7.932 -1.462
N 18.183 7.638 -5.458
H 16.765 10.822 -5.635
H 15.899 9.353 -6.101
H 17.430 9.966 -6.919
H 18.696 9.538 -4.814
H 15.880 8.480 -3.989
H 16.803 9.804 -3.330
H 16.483 8.884 -1.128
H 17.702 7.678 -0.774
H 16.127 7.160 -1.484
H 18.580 7.719 -6.384
H 17.361 7.081 -5.639
C 22.473 13.684 1.402
C 23.409 13.662 0.117
C 24.031 12.240 -0.196
O 24.718 12.141 -1.404
C 25.522 10.981 -1.589
N 22.636 14.007 -1.011
H 21.589 13.128 1.089
H 22.315 14.728 1.671
H 22.933 13.149 2.233
H 24.268 14.327 0.199
H 23.203 11.542 -0.078
H 24.641 11.915 0.647
H 26.143 10.740 -0.726
H 26.310 11.073 -2.337
H 24.934 10.087 -1.799
H 21.781 13.470 -1.001
H 23.002 13.756 -1.918
C 23.798 9.698 -6.881
C 24.031 8.158 -6.865
C 24.711 7.683 -5.495
O 24.778 6.240 -5.555
C 26.097 5.896 -5.620
N 22.733 7.463 -6.931
H 24.712 10.266 -7.055
H 23.116 9.975 -6.078
H 23.352 9.807 -7.870
H 24.547 7.765 -7.740
H 24.039 7.949 -4.679
H 25.673 8.184 -5.387
H 26.138 4.823 -5.432
H 26.660 6.329 -4.794
H 26.570 5.931 -6.601
H 22.866 6.483 -6.724
H 22.255 7.744 -6.086
C 21.811 3.694 -6.054
C 21.176 4.403 -4.858
C 22.121 4.886 -3.735
O 21.283 5.489 -2.800
C 21.877 5.759 -1.596
N 20.486 5.489 -5.419
H 21.111 3.378 -6.826
H 22.422 2.908 -5.608
H 22.527 4.398 -6.478
H 20.254 3.885 -4.598
H 22.901 5.560 -4.087
H 22.402 3.969 -3.219
H 22.496 6.649 -1.706
H 22.529 5.007 -1.151
H 21.021 5.840 -0.927
H 21.152 6.099 -5.871
H 20.030 5.092 -6.228
C 25.894 11.637 -5.132
C 24.707 12.491 -4.993
O 25.186 13.807 -5.378
H 26.748 12.042 -4.589
H 26.168 11.671 -6.187
H 25.749 10.581 -4.904
H 24.414 12.398 -3.947
H 24.020 12.136 -5.761
H 25.533 13.822 -6.273
C 20.047 13.368 -3.991
C 18.641 12.946 -3.903
O 18.269 13.236 -2.577
H 20.522 12.689 -3.283
H 20.183 14.423 -3.751
H 20.590 13.178 -4.917
H 18.496 11.876 -4.049
H 18.043 13.628 -4.509
H 18.526 12.463 -2.068
C 24.016 7.681 0.819
C 25.128 6.972 1.606
O 24.499 5.762 2.008
H 24.155 8.731 0.563
H 23.072 7.560 1.350
H 23.951 7.274 -0.191
H 25.440 7.606 2.436
H 25.878 6.748 0.847
H 23.967 5.881 2.798
C 18.895 10.561 1.138
C 19.264 11.338 -0.138
O 18.537 10.678 -1.207
H 17.926 10.843 1.550
H 19.682 10.753 1.868
H 18.802 9.486 0.981
H 20.338 11.386 -0.319
H 18.794 12.317 -0.045
H 18.898 9.811 -1.407
```

Atom charges from the Mulliken analysis, given in e for atoms 1 to 2:
1 Ag 0.566
2 C -0.026

=====

The following M values (in g mol⁻¹) correspond, in order, to the records above: 159.21, 866.27, 436.36, 112.18, 102.13, 707.74.